# 1
# C4HAgLiO5

A structure of composition C4HAgLiO5 at a distorted geometry (ωB97M-V/def2-TZVPD, the Open Molecules 2025 dataset).

* highest occupied orbital energy (alpha / beta): -13.1 / -13.0 eV
* net charge: +1
* HOMO-LUMO gap (alpha / beta): 9.22 / 6.22 eV
* LUMO energy (alpha / beta): -3.9 / -6.8 eV
* spin multiplicity: 3

```
12
Properties=species:S:1:pos:R:3:mulliken_charge:R:1
C -0.2644 -0.9963 -1.1651 1.101
C 0.8975 1.1109 -1.1895 -0.039
O 0.4361 -0.0609 -0.5293 -0.191
C 1.1334 2.0614 -0.1462 0.346
H 1.5301 3.0392 -0.4680 0.406
O 0.9697 1.8560 1.0920 -0.604
Ag -1.5006 -2.7480 -2.1574 0.501
O -0.5819 -2.0122 -0.4783 -0.767
O -0.8281 -0.7114 2.6638 -0.114
C -1.7881 -0.6676 3.2684 0.075
O -0.7149 -0.8607 -2.3295 -0.673
Li 0.7113 -0.0104 1.4391 0.960
```

***

# 2
# C4HBrO2

An isolated molecule of C4HBrO2 at a distorted geometry (ωB97M-V/def2-TZVPD, the Open Molecules 2025 dataset).

* highest occupied orbital energy: -9.1 eV
* HOMO-LUMO gap: 8.27 eV
* LUMO energy: -0.8 eV
* spin multiplicity: 1
* energy relative to the best compared isomer or geometry (same formula, charge and spin): 57.6 kcal/mol

```
8
Properties=species:S:1:pos:R:3:mulliken_charge:R:1
H 1.6719 0.1278 -0.9022 0.340
C 0.0309 1.1133 0.4498 0.664
C 0.8170 -0.2326 -0.2820 -0.485
O 0.5297 1.7850 1.2375 -0.385
Br -2.3139 -0.1051 -0.5874 0.025
C 0.3022 -1.3029 0.2121 0.570
C -0.8603 0.9419 -0.6454 -0.366
O -0.1775 -2.3275 0.5177 -0.363
```

***

# 3
# C4HCdLiO4

A structure of composition C4HCdLiO4 at a distorted geometry (ωB97M-V/def2-TZVPD, the Open Molecules 2025 dataset).

* highest occupied orbital energy: -18.4 eV
* net charge: +2
* HOMO-LUMO gap: 6.23 eV
* LUMO energy: -12.2 eV
* spin multiplicity: 1
* energy relative to the best compared isomer or geometry (same formula, charge and spin): 8.7 kcal/mol

```
11
Properties=species:S:1:pos:R:3:mulliken_charge:R:1
C -0.8655 -1.3166 -0.7747 -0.881
C 1.1682 -0.8276 -0.0511 1.386
O 0.8897 0.3185 0.4040 -0.854
C -1.5962 -1.7531 0.1118 0.470
C -0.5702 3.9869 -0.3141 0.092
O -0.8763 2.9210 -0.0894 -0.122
Cd 2.9411 0.5523 0.3987 1.272
O 2.0961 -1.5242 0.3699 -0.582
O 0.4410 -1.3069 -1.0772 -0.175
Li -1.1231 0.8974 0.3615 0.980
H -2.5047 -1.9477 0.6607 0.415
```

***

# 4
# C4HCl3F2

A cluster of 2 separate species, C4HCl3F2 in total at a distorted geometry (ωB97M-V/def2-TZVPD, the Open Molecules 2025 dataset).

* highest occupied orbital energy: -9.6 eV
* HOMO-LUMO gap: 10.21 eV
* structure (SMILES): FC(F)=CCl.ClC#CCl
* LUMO energy: 0.6 eV
* spin multiplicity: 1
* energy relative to the best compared isomer or geometry (same formula, charge and spin): 37.5 kcal/mol

```
10
Properties=species:S:1:pos:R:3:mulliken_charge:R:1
F 1.6630 1.2479 -1.3207 -0.210
F -0.1769 2.0131 -0.4607 -0.201
Cl 0.4162 -1.2942 -2.4718 -0.157
C 0.3737 1.0218 -1.1459 0.419
C 0.3793 -0.8996 2.2982 0.437
C -0.3055 -0.0278 -1.5793 -0.220
H -1.3564 -0.1228 -1.3720 0.360
Cl 1.8297 -1.4668 2.7731 -0.176
Cl -2.1402 0.0588 1.4112 -0.162
C -0.6828 -0.5305 1.8679 -0.090
```